Density functional theory data (wB97M-V/def2-TZVPD) for a cluster of 8 separate species, C38H92F12N7O8PS2 in total at a distorted geometry.

Geometry as ORCA input:
```
! wB97M-V def2-TZVPD RIJCOSX def2/J DEFGRID3
* xyz 3 2
C 4.608 -3.146 -1.045
C -0.175 -2.851 -3.851
C -2.576 1.570 -5.046
C -1.006 2.877 -3.759
H 0.944 2.181 -7.276
H 1.545 5.409 2.258
H -4.263 3.532 4.070
H -0.243 4.591 2.426
F 1.399 -5.282 0.321
H -5.452 0.378 -0.833
H 3.092 5.996 1.613
H 2.093 1.034 5.857
C -4.107 -1.921 2.418
H -3.854 -0.355 1.008
C 1.629 -3.435 -5.436
H -0.316 0.204 -5.817
H -1.087 -1.067 3.855
H 6.377 -1.488 -1.408
O -4.582 -1.190 3.533
C 3.016 3.437 -1.221
H 5.595 1.897 0.479
N 1.741 4.841 0.190
H -0.459 0.225 -4.065
H -1.626 3.774 -3.778
H -4.487 -2.940 2.497
F 1.105 -5.773 6.853
C -0.149 0.813 -4.929
C 5.868 -1.143 -0.508
O -0.610 -6.873 2.154
P -0.083 -0.022 -0.666
C 2.603 3.676 0.252
H -3.110 -0.297 5.570
H 1.807 -3.931 -2.633
C 2.043 5.533 -1.139
H -3.372 2.315 -5.058
H 3.484 -0.583 0.848
C 6.142 0.358 -0.482
N -1.202 0.565 5.224
H -0.105 -2.228 -4.743
H -0.309 2.089 6.548
C -2.136 1.671 4.654
H 7.101 0.642 -0.050
H 4.350 -1.214 -2.881
C 3.591 -1.631 0.569
C 1.303 -4.718 -3.193
C -2.167 -0.237 6.113
C -6.381 0.394 1.605
C 0.901 -0.244 4.392
C -6.124 -0.437 -0.563
H 2.074 -4.252 -6.004
H -2.878 1.245 3.978
C -6.987 -1.989 1.281
H 1.348 1.970 4.684
H 2.888 6.210 -1.008
O 3.618 -3.294 -4.154
H -5.658 1.204 1.511
H -5.847 -1.362 -1.071
H 3.593 -3.471 -1.276
S 1.784 -4.916 4.371
H 2.216 -1.640 -4.353
O 5.209 1.022 0.398
H -4.323 -1.887 0.262
H -4.116 4.317 5.661
H 2.395 3.334 -6.170
H -7.335 0.701 1.176
O 3.165 -5.251 4.828
H -3.834 1.816 5.796
H -0.640 -4.360 -6.085
C 2.430 4.436 -2.117
N -5.964 -0.876 0.904
H 1.640 6.776 1.052
H 6.052 0.728 -1.504
H -1.473 2.314 4.074
H 4.283 -3.687 -4.724
H -6.382 0.040 2.636
C 3.767 -1.006 -1.984
F 1.200 0.084 0.346
C -4.479 -1.240 1.125
S -0.023 -5.650 2.670
F 0.078 -1.618 -0.622
H 0.348 -5.793 -5.729
C -0.850 2.850 -6.340
H 0.932 -1.070 5.102
H 1.680 -0.512 3.679
H -7.997 -1.598 1.401
H 5.177 -3.219 -1.972
H 0.360 -2.272 -3.098
C 0.652 3.043 -6.675
H 5.070 -3.605 -0.171
H 1.642 3.988 -2.722
F -1.111 0.077 0.679
C -0.214 -4.969 -5.288
C 0.190 4.514 0.337
C -3.000 2.492 5.606
H 0.192 2.914 1.844
H 3.444 3.920 0.901
C -1.876 3.730 1.510
H 2.687 2.428 -1.472
H 3.967 -2.386 1.259
F 0.864 0.005 -1.989
H 4.085 3.641 -1.273
C -0.547 -0.132 4.002
C 2.043 5.817 1.378
H -2.129 2.934 0.809
H 2.073 -5.433 -3.484
H -1.186 2.292 -7.213
H -6.917 -2.788 0.543
H -0.430 5.402 0.217
H -1.724 -1.193 6.393
H -5.058 -1.807 4.094
H -2.249 4.662 1.085
H 6.299 -1.638 0.362
H 0.871 1.139 -4.725
H -1.179 -3.141 -3.541
H -2.570 1.025 -5.990
H 0.014 3.261 -3.775
H 2.011 2.870 0.687
N -1.100 2.039 -5.056
H 2.594 -2.011 0.342
F -1.436 0.045 -1.613
H -1.135 2.316 -2.834
H 3.710 0.060 -1.764
H -0.994 -5.434 -4.686
C -0.346 3.840 1.643
F 1.312 -3.684 6.697
O 1.593 3.310 -5.644
H 3.139 4.694 -2.904
N 0.640 -4.030 -4.450
F -0.038 1.547 -0.795
H 0.023 0.413 6.962
H -6.588 -2.198 2.273
N 1.293 -6.276 3.315
H -1.418 3.771 -6.208
C 2.668 -2.463 -4.907
H 3.333 -2.099 -5.690
H 1.179 6.155 -1.371
H 0.508 -5.151 -2.585
C 0.459 -4.630 1.057
C 0.872 -4.796 6.071
F -0.396 -4.681 5.854
F 0.687 -3.402 1.399
H -2.541 2.698 6.573
O 1.689 -3.588 3.785
H -2.667 0.881 -4.207
C -0.043 1.117 6.132
C 1.181 1.060 5.260
H 0.827 3.774 -7.464
C -3.581 3.769 4.886
H -2.266 3.476 2.496
H 2.745 -1.379 -2.059
O -0.863 -4.713 3.470
H 0.053 3.843 -0.511
H -0.516 0.614 3.207
H -2.757 4.347 4.468
H -2.223 0.334 7.040
F -0.557 -4.778 0.197
H -7.169 -0.225 -0.788
H 1.069 -2.954 -6.238
N 4.369 -1.676 -0.755
H -3.030 -2.077 2.364
*
```

Computed properties:
LUMO energy (spin up / spin down) = -0.206 / -0.209 hartree
Highest occupied orbital energy (spin up / spin down) = -0.2885 / -0.5012 Eh
Expectation value of S² = 0.751


Density functional theory data (wB97M-V/def2-TZVPD) for a cluster of 4 separate species, C38H93ClIN10O9P3S in total at a distorted geometry.

Geometry as ORCA input:
```
! wB97M-V def2-TZVPD RIJCOSX def2/J DEFGRID3
* xyz 0 1
H 7.957 -0.494 -0.593
H 6.382 0.963 4.509
H 10.423 -5.478 1.426
N 1.866 2.060 -4.767
H -3.925 0.698 1.126
H 5.749 -2.354 4.246
H -1.316 3.958 -6.941
H -0.282 5.265 -7.521
H 4.115 1.102 0.778
H 3.335 2.001 -6.272
H 10.968 -3.222 4.843
C -8.779 1.462 -1.226
H -2.238 -1.433 4.048
O -12.731 -1.446 -1.136
O 8.333 -2.382 2.630
C -1.573 0.600 -1.292
C -12.216 -0.321 -0.303
H -6.604 2.484 0.407
H -3.829 -1.243 -0.809
C -3.336 -1.883 1.978
H -7.718 -0.286 -2.216
C 10.110 -0.345 0.923
H -11.675 -0.823 0.630
H 2.802 3.942 -7.348
C -2.565 1.788 -0.755
O -6.429 1.704 2.382
C -6.043 -1.214 1.647
H 12.082 -4.871 1.274
H -1.438 0.579 -2.477
H 1.992 6.552 -4.500
H -4.682 2.573 -1.059
C 3.215 4.337 -4.304
H -6.671 1.263 -2.036
H 11.774 -1.066 2.910
H -9.893 -1.880 -0.064
H -2.871 -1.206 1.148
H 0.815 1.632 -2.973
H 1.715 4.073 -8.704
I -5.009 -2.821 4.310
S -7.049 0.147 2.555
H 3.349 0.618 -5.236
N 10.634 -2.826 2.784
C -0.398 4.177 -7.494
C -5.778 2.017 1.132
H -11.086 0.214 -2.246
N 9.317 -1.534 0.667
H 9.905 0.447 0.189
C 3.957 2.885 4.254
H -10.055 1.227 0.486
C 10.576 -3.708 3.942
H 4.392 3.580 4.981
H 4.260 3.214 3.256
C 1.894 3.509 -7.779
H -4.497 -2.404 -2.867
H 9.549 -4.007 4.172
H -7.515 -2.693 2.603
H -13.944 1.318 -0.399
H -10.109 -3.642 0.572
H -5.042 2.935 1.345
H -5.460 -0.787 -2.949
H 12.389 -2.248 1.730
C -4.168 1.500 -0.948
H 11.229 -5.531 -0.128
H 1.843 0.845 0.965
P 9.388 -2.941 1.644
O -7.034 -0.011 -0.222
H 2.269 0.674 -3.206
Cl 0.147 1.044 -0.642
C 10.885 -3.118 -0.834
C 11.109 -4.925 0.778
H -8.200 -4.841 1.052
O 1.999 -0.822 4.086
C -5.388 -1.810 -2.338
H -11.688 1.725 -1.167
C 5.071 -1.643 3.753
C -2.161 -2.140 3.120
H 1.084 0.987 2.541
H 6.003 2.323 5.546
H 2.118 2.294 1.961
H -6.035 -3.486 1.558
N 4.266 -0.911 4.715
H -9.649 -2.330 1.843
C 2.671 1.328 -5.729
H 3.134 3.699 -3.419
C 11.901 -2.131 2.702
H -12.884 -1.143 -2.083
H -0.557 3.816 -8.517
N 0.764 3.552 -6.876
O -0.401 2.149 -5.395
P 3.094 0.258 4.266
H -6.374 -2.401 -2.553
C -7.382 0.561 -1.443
C 5.615 1.366 5.178
H 9.985 -2.783 -1.359
H 7.322 -1.980 0.094
H 12.629 -2.495 3.438
H 11.152 -4.622 3.760
H 11.613 -2.302 -0.806
H 4.447 -2.211 3.055
H -1.129 -1.880 2.587
H 5.735 -0.971 3.209
H -3.508 -2.949 1.468
H -2.312 2.004 0.368
H 4.503 -0.489 1.390
H -2.273 2.772 -1.363
N 3.164 0.581 2.606
H -2.092 -3.293 3.400
H -14.367 -0.312 0.518
C 1.417 1.117 -3.730
H 3.982 3.934 -4.972
H -4.458 0.911 -1.915
H 9.909 0.066 1.918
O -7.823 -4.439 0.202
C -5.750 -0.518 0.142
H 2.871 2.996 4.338
H -1.792 -0.467 -0.863
N -9.838 0.733 -0.431
C -6.854 -2.616 1.611
H -4.901 -2.681 -0.323
N 10.600 -3.585 0.511
H 5.534 0.727 6.062
C -9.476 -2.641 0.720
H 4.669 -2.297 6.276
C -11.169 0.660 -1.149
C 3.817 -1.854 5.752
C 1.557 5.856 -5.228
H 2.103 2.483 -8.092
H -9.220 1.672 -2.292
H 0.471 5.968 -5.144
H -8.536 2.519 -0.731
C -4.978 -1.584 -0.797
C 4.294 0.538 1.702
C -13.512 0.489 0.310
C 2.002 1.206 1.988
H 7.482 -0.537 1.117
N 4.353 1.500 4.473
H 3.603 5.295 -3.936
C -4.753 -1.414 2.603
H 11.173 -0.553 0.804
H 5.202 0.971 2.133
P 0.694 3.229 -5.216
O -7.012 -0.070 4.126
N 1.953 4.471 -5.009
H -7.598 -2.508 -0.658
H -13.211 0.903 1.383
C -4.850 0.864 0.441
H 11.321 -3.895 -1.473
H -4.548 -0.366 3.140
H 3.215 -1.339 6.509
H 1.860 6.186 -6.226
H 2.047 0.760 -6.427
H 0.813 0.305 -4.153
C -7.865 -2.948 0.389
H 3.213 -2.666 5.328
O -8.600 0.018 2.285
C 7.953 -1.111 0.309
*
```

Computed properties:
LUMO energy = -0.037 hartree
Highest occupied orbital energy = -0.2785 Eh
SMILES = CC[C@H](I)[C@]1(C[C@H](C)O)[C@@](CC)(OCCNC[C@@H](C)O)[C@@H](CCCCl)COS1(=O)=O.CN(C)P(=O)(N(C)C)N(C)C.CN(C)P(=O)(N(C)C)N(C)C.CN(C)P(=O)(N(C)C)N(C)C